(1)
72
Properties=species:S:1:pos:R:3:forces:R:3:lowdin_charge:R:1 method="wB97M-V/def2-TZVPD" total_energy_ev=-86654.301 molar_mass_g_mol=560.4 orbital_gap_ev=8.0 lumo_ev=0.2 de_lowest_kcal_mol=74.33
Cl 0.61610 -2.83177 1.54696 0.223 0.329 0.312 0.53
C 0.16754 -2.49576 -0.10417 -0.943 -0.852 -0.457 -2.03
Cl 1.47759 -1.74920 -1.00705 -0.297 -0.027 0.175 0.54
Cl -0.27037 -4.10232 -0.83464 0.316 0.585 -0.060 0.46
Cl -1.33717 -1.51421 -0.15681 0.693 -0.003 0.024 0.48
C -0.85705 -2.01572 -5.80678 -0.437 0.491 0.069 -0.11
C -2.17267 -2.04131 -5.28936 -0.793 -0.166 0.161 -0.11
C -3.02394 -1.44110 -6.21165 -0.343 -1.216 0.304 -0.15
N -2.28694 -1.08515 -7.29306 1.912 0.358 0.474 0.00
C -0.95623 -1.33365 -6.97325 0.293 -0.560 -2.040 -0.16
H 0.03555 -2.48937 -5.42557 -0.096 0.306 0.193 0.10
H -2.43150 -2.54253 -4.36839 -0.316 0.273 -0.006 0.09
H -4.09959 -1.38901 -6.29341 0.066 0.016 0.411 0.10
H -2.57982 -0.94097 -8.24886 -0.199 0.317 0.487 0.15
H -0.18665 -1.19974 -7.71905 -0.092 0.188 -0.018 0.10
C -4.05926 -0.52042 5.73974 1.181 0.969 -0.636 -0.13
C -5.02613 0.45614 5.98858 -2.464 -0.415 -1.868 -0.10
C -5.76140 0.59478 4.74976 0.516 -0.161 1.950 -0.12
N -5.13209 -0.18161 3.81309 -0.528 1.241 0.171 0.00
C -4.04961 -0.71989 4.37538 1.240 -2.346 0.352 -0.18
H -3.32244 -0.88486 6.44024 0.005 0.017 -0.134 0.09
H -5.29937 0.80981 6.97177 -0.159 0.261 -0.252 0.08
H -6.73371 1.00540 4.52084 0.226 0.300 0.165 0.09
H -5.40676 -0.28452 2.84662 0.103 0.157 0.247 0.15
H -3.36475 -1.33085 3.80609 -0.119 -0.011 -0.052 0.11
C -2.29842 3.37881 -0.53823 0.066 1.365 -5.078 -0.13
C -2.98149 3.19807 0.59015 -0.106 -1.335 5.370 -0.18
C -4.14863 3.90224 0.64466 -0.316 -0.223 -1.057 -0.13
N -4.26937 4.46049 -0.59804 0.182 -0.212 -0.102 0.01
C -3.15120 4.12144 -1.35520 -0.816 0.810 0.352 -0.12
H -1.37238 3.05981 -0.99329 0.136 -0.383 0.795 0.10
H -2.59951 2.66269 1.44681 -0.036 -0.108 0.102 0.10
H -4.94560 3.96983 1.37039 0.256 -0.042 0.004 0.11
H -5.14990 4.87755 -0.86415 0.516 0.131 -0.497 0.14
H -3.05061 4.50522 -2.35968 0.074 -0.110 0.090 0.10
C 4.34406 1.88165 4.00678 0.956 -1.805 0.287 -0.12
C 3.11343 1.57611 3.49474 -2.151 -4.857 -0.635 -0.17
C 2.51535 2.60565 2.90719 -1.362 1.190 0.358 -0.13
N 3.30232 3.66103 3.24261 -0.257 1.421 -1.831 0.02
C 4.44869 3.16467 3.73555 2.430 3.763 1.831 -0.19
H 5.08742 1.21166 4.41290 -0.143 0.212 0.113 0.10
H 2.65987 0.59599 3.50195 0.083 -0.182 -0.079 0.10
H 1.57680 2.68085 2.37816 0.104 0.121 0.218 0.11
H 3.11377 4.61210 2.95978 0.397 -0.225 0.068 0.15
H 5.24390 3.80023 4.09624 -0.058 0.337 -0.336 0.12
C 5.36613 -4.98674 3.11332 -0.533 -0.459 -1.428 -0.10
C 6.07772 -3.66197 3.34797 -0.272 -0.932 0.613 -0.32
O 5.51051 -2.61273 2.58455 -0.266 -0.062 -0.068 -0.07
H 5.69999 -5.83255 3.71438 0.360 0.317 0.210 0.07
H 5.47186 -5.29230 2.07238 0.384 -0.065 -0.177 0.07
H 4.27882 -4.97294 3.18857 -0.069 0.574 0.546 0.07
H 7.12860 -3.76939 3.07923 0.126 0.002 0.107 0.11
H 5.99468 -3.53072 4.42684 0.193 0.731 0.097 0.11
H 5.44102 -1.81164 3.10897 0.064 -0.072 0.065 0.07
C -6.48318 1.14676 -3.20397 1.215 -1.553 -0.087 -0.08
C -6.11833 -0.03431 -2.25450 0.001 1.383 -2.381 -0.35
O -6.02263 0.53345 -1.02699 0.063 0.235 3.249 -0.08
H -7.30158 1.73654 -2.79110 -0.249 -0.344 -0.505 0.08
H -6.55022 0.67218 -4.18295 -0.824 0.643 -0.384 0.07
H -5.59353 1.77470 -3.25198 -0.017 0.251 0.042 0.06
H -5.11550 -0.37319 -2.51453 -0.180 -0.729 -0.576 0.11
H -6.86440 -0.82649 -2.31706 0.106 -0.046 0.349 0.11
H -5.15593 0.94476 -0.99156 -0.031 0.224 0.354 0.08
C 8.17506 -0.12831 -3.42513 -1.083 1.316 -0.313 -0.07
C 7.19601 -0.25225 -2.25842 0.138 2.744 -3.118 -0.42
O 7.79528 -1.16506 -1.52723 0.184 -3.782 3.655 -0.05
H 9.15379 -0.10014 -2.94616 0.070 0.296 -0.402 0.08
H 7.90164 0.79345 -3.93864 0.628 0.182 -0.304 0.07
H 8.15166 -0.92602 -4.16756 -0.222 -0.227 0.349 0.07
H 6.16146 -0.46209 -2.53006 -0.200 -0.330 -0.363 0.11
H 7.16741 0.64642 -1.64225 -0.128 0.927 -0.509 0.11
H 7.15581 -1.20770 -0.81248 0.599 -1.143 1.033 0.10

(2)
80
Properties=species:S:1:pos:R:3:forces:R:3:lowdin_charge:R:1 method="wB97M-V/def2-TZVPD" total_energy_ev=-136658.533 molar_mass_g_mol=679.6 total_charge=+1 orbital_gap_ev=6.3 lumo_ev=-5.6 de_lowest_kcal_mol=104.56
C 7.07130 -0.91993 1.78352 0.339 0.274 0.954 -0.14
C 6.03037 -0.94837 0.50984 0.697 -0.082 0.642 -0.27
C 4.62824 -0.21720 0.98596 1.353 0.610 -0.587 -0.62
Br 3.61272 -1.56557 2.06467 0.191 0.868 -0.693 0.67
C 3.77469 0.46771 -0.23473 -1.119 -0.850 -0.921 -0.20
C 3.00312 -0.49165 -1.33414 1.951 -4.087 1.024 -0.08
N 1.47364 -0.29136 -1.34675 0.323 2.615 2.800 -0.12
S 0.49408 -1.28884 -2.39465 -3.344 1.135 -9.733 0.96
O 1.27787 -1.37678 -3.76212 -1.858 -0.382 6.733 -0.29
O -0.88301 -0.62078 -2.77699 5.238 -2.802 3.727 -0.29
F 0.25171 -2.89665 -1.84767 0.899 3.890 -0.248 -0.19
C 1.07049 0.71661 -0.46778 0.391 -1.323 -0.690 0.06
C -0.44694 1.25665 -0.15545 1.373 0.393 0.333 0.00
C -1.11717 0.24556 0.96179 -1.657 -1.053 0.831 -0.57
N -2.59814 0.13298 0.60133 2.215 1.413 1.581 0.04
N -0.51876 -1.15475 0.91159 -1.119 0.805 0.115 0.06
N -1.02998 0.74325 2.38778 0.949 0.143 -1.318 0.05
C 2.46226 1.34222 0.21329 1.207 3.106 -0.636 -0.31
N 2.60610 2.62816 -0.62711 -0.570 -0.670 0.615 0.06
C 2.39090 1.92894 1.74249 -0.302 -0.972 0.616 -0.05
C 3.53059 3.05384 2.10529 -1.004 5.725 5.889 -0.16
O 3.24257 3.94013 3.09851 2.295 -6.657 -7.557 0.02
F 4.87238 3.18111 1.49126 -4.104 -1.020 1.310 -0.01
H 6.51476 -0.87612 2.83446 0.886 -0.175 -2.320 0.08
H 7.78372 0.02646 1.75817 -1.569 -2.054 -0.139 0.10
H 7.76309 -1.86844 1.82244 -1.553 2.003 -0.207 0.08
H 6.56298 -0.36370 -0.37743 -1.366 -1.283 1.765 0.13
H 5.87816 -2.08845 0.23038 0.018 2.577 0.302 0.11
H 4.95960 0.63594 1.75060 -0.963 -1.786 -1.788 0.11
H 4.61481 0.97621 -0.90112 -2.076 -0.218 1.705 0.17
H 3.49156 -0.64497 -2.38984 -1.427 1.031 1.906 0.16
H 3.12612 -1.57581 -0.85402 -0.352 2.005 -1.053 0.13
H -0.31684 2.31987 0.36990 -0.191 -2.317 -1.344 0.14
H -1.13134 1.36687 -1.09997 1.605 -0.554 1.669 0.14
H -2.96630 1.12846 0.68130 0.302 -1.924 -0.420 0.06
H -3.03289 -0.36684 1.41602 0.549 0.589 -0.890 0.10
H -0.47268 -1.51331 1.89194 -0.122 0.399 -1.139 0.09
H -1.22819 -1.74801 0.40120 1.009 0.859 0.783 0.09
H -1.42675 1.70772 2.47084 0.677 -1.205 -0.013 0.10
H -0.06388 0.67498 2.78340 -1.166 0.365 -0.477 0.07
H 2.01667 3.38747 -0.21793 0.947 -0.729 -0.609 0.10
H 3.60858 2.90193 -0.72107 -1.332 -0.221 0.272 0.10
H 1.33544 2.45932 1.91099 2.557 -0.909 -0.393 0.14
H 2.46631 1.09372 2.58705 0.017 1.729 -1.806 0.12
O 9.49013 -1.29412 0.23370 -0.424 -1.743 -1.061 0.08
C 9.45238 -2.46339 -0.11208 0.221 1.943 0.759 -0.47
O 8.43985 -3.01837 -0.84076 0.229 0.841 0.321 0.01
C 8.66890 -4.42089 -0.96826 -0.325 -0.755 -0.317 -0.17
C 10.14737 -4.60429 -0.74597 0.583 -0.696 -0.238 -0.16
C 10.47295 -3.50513 0.23344 0.381 -0.229 -0.241 -0.08
H 8.06759 -4.94281 -0.21647 0.027 0.050 -0.045 0.13
H 8.36126 -4.75580 -1.96316 -0.122 0.233 0.191 0.13
H 10.40787 -5.60295 -0.38545 -0.106 0.123 -0.109 0.12
H 10.68789 -4.43168 -1.68461 -0.110 -0.075 0.145 0.13
H 10.32168 -3.82428 1.26837 0.087 0.159 -0.003 0.14
H 11.48742 -3.12649 0.08887 -0.238 0.128 0.356 0.14
O -4.49219 1.53444 -0.07412 -2.373 0.456 -0.831 0.04
C -5.38262 1.20163 -0.83868 0.594 0.121 1.047 -0.42
O -6.68364 1.01332 -0.46979 1.568 0.434 0.359 0.04
C -7.42164 0.52456 -1.58884 -1.002 -0.347 -0.407 -0.16
C -6.62823 0.93912 -2.80027 -0.238 0.104 -0.838 -0.15
C -5.20809 0.89620 -2.29554 -0.047 0.270 -0.425 -0.08
H -7.50891 -0.56351 -1.50145 0.065 0.060 0.034 0.14
H -8.42437 0.96176 -1.58864 0.450 -0.210 0.166 0.09
H -6.80333 0.29922 -3.66919 -0.054 0.097 0.171 0.13
H -6.88771 1.96755 -3.07958 -0.026 -0.191 0.027 0.13
H -4.76835 -0.09936 -2.40183 0.147 0.113 0.084 0.14
H -4.58564 1.64915 -2.78445 0.201 -0.287 0.236 0.13
O -10.26560 1.68300 -1.74496 -0.859 -0.641 1.515 0.08
C -10.78882 1.56100 -0.64972 0.330 0.152 -1.671 -0.45
O -11.20719 0.37215 -0.12457 0.596 0.535 -0.784 0.04
C -11.86732 0.61501 1.11681 -0.450 -0.383 0.628 -0.17
C -11.35382 1.95122 1.58563 0.024 0.394 0.847 -0.17
C -11.10810 2.68344 0.29068 0.201 0.215 0.423 -0.08
H -12.94829 0.62317 0.94189 0.099 -0.022 -0.018 0.13
H -11.62870 -0.18474 1.82398 -0.039 -0.009 -0.334 0.13
H -12.04635 2.46755 2.25567 0.081 -0.156 -0.072 0.12
H -10.40414 1.81775 2.11788 -0.176 0.005 -0.049 0.12
H -12.00527 3.20026 -0.06115 0.157 0.036 -0.104 0.14
H -10.26888 3.37768 0.37538 -0.248 0.012 -0.355 0.13

(3)
66
Properties=species:S:1:pos:R:3:forces:R:3:mulliken_spin:R:1 method="wB97M-V/def2-TZVPD" total_energy_ev=-39450.525 s_squared=6.02 molar_mass_g_mol=478.6 orbital_gap_ev="4.9 / 7.4" lumo_ev="0.7 / -0.8" spin_multiplicity=5 de_lowest_kcal_mol=0.00
O -0.29336 2.60288 -4.26459 -0.291 -0.771 0.889 0.00
C -1.28229 3.55640 -4.68013 0.741 -0.118 0.552 0.00
C -1.87951 2.55819 -5.65943 0.220 -0.263 0.271 0.00
H -0.73582 4.40044 -5.07534 -0.194 0.454 -0.449 0.00
H -1.86919 3.90909 -3.82879 -0.325 -0.172 -0.131 0.00
C -0.91620 1.50182 -4.99352 -0.101 0.933 -0.397 0.00
H -1.69380 2.86269 -6.68961 -0.215 -0.454 -0.041 0.00
H -2.89936 2.26801 -5.42764 -0.246 0.338 -0.563 0.00
C 0.15135 0.79077 -5.80524 0.148 -0.151 -0.213 0.00
H 0.81264 1.50744 -6.30764 -0.307 -0.038 0.029 0.00
H -0.31101 0.14866 -6.56077 0.041 0.012 0.038 0.00
H 0.80897 0.15127 -5.18716 -0.440 0.282 -0.026 0.00
C -1.75718 0.54796 -4.15161 -0.359 -0.672 -0.065 -0.02
H -2.14837 0.96259 -3.21523 0.165 0.190 -0.520 0.02
H -1.27655 -0.41267 -3.95040 0.323 0.214 0.259 0.01
H -2.64060 0.25080 -4.72209 -0.011 0.120 -0.162 0.00
Rh 0.88475 0.68758 -0.11427 8.542 7.578 0.020 1.56
C -1.00039 0.32005 0.31310 -6.084 -0.829 1.484 0.19
C -0.41122 0.97638 1.37533 -2.559 1.736 3.399 0.15
C -0.26766 2.32251 0.95117 -0.276 2.716 2.362 0.33
H -0.15334 0.55002 2.33731 -0.698 0.390 -0.093 -0.02
C -0.45665 2.38390 -0.43082 -1.347 1.149 -1.463 0.30
C -0.87018 1.09202 -0.83890 -5.577 3.260 -1.695 0.04
H -1.24213 0.83537 -1.81488 0.243 0.034 0.344 0.05
H -1.59208 -0.57018 0.40017 0.161 0.014 0.240 -0.02
H 0.13511 3.13162 1.56460 -0.092 -0.434 -0.307 0.00
H -0.16519 3.14005 -1.17055 -0.204 -0.122 0.699 0.02
C 1.00694 -1.17189 0.41514 2.681 -5.695 1.707 0.22
C 0.24403 -1.10611 -0.73251 -2.723 -4.868 -2.806 0.13
C 0.92049 -0.41131 -1.73406 2.138 -3.520 -3.546 0.06
H -0.75323 -1.50650 -0.84657 0.391 0.085 -0.196 -0.03
C 2.30307 -0.50878 -1.35222 1.010 -0.264 -1.437 0.29
C 2.34543 -0.97342 -0.03127 2.189 -1.668 0.935 0.28
H 3.21544 -0.98445 0.62400 -0.224 -0.004 -0.348 -0.02
H 0.70677 -1.50939 1.40494 0.070 -0.213 -0.498 0.01
H 0.55215 -0.05738 -2.68322 0.059 -0.314 -0.032 0.09
H 3.08625 -0.04187 -1.94264 0.033 -0.212 0.390 0.00
O 2.39813 2.44932 -2.19004 1.109 1.497 -1.503 -0.04
C 2.57311 2.75505 -3.63563 -0.522 -0.276 -0.020 0.00
C 3.60564 3.88880 -3.81398 -0.465 -0.022 -0.243 0.00
H 1.60761 3.09016 -4.06566 0.668 -0.551 0.636 0.00
H 2.86179 1.81708 -4.16659 -0.045 0.516 0.466 0.00
C 4.11487 4.19336 -2.40623 0.466 0.025 -0.100 0.00
H 3.10176 4.77673 -4.21225 0.056 -0.205 -0.047 0.00
H 4.38148 3.61340 -4.54908 -0.165 0.090 0.524 0.00
C 3.39948 3.22141 -1.47504 -0.003 -0.340 0.410 0.01
H 3.98888 5.24196 -2.10470 -0.172 -0.302 -0.191 0.00
H 5.18208 3.98942 -2.36108 0.129 0.096 0.093 0.00
H 2.90053 3.73220 -0.63489 0.311 -0.213 -0.469 0.01
H 4.16445 2.53455 -1.06072 -0.543 0.236 -0.092 -0.01
C 2.08142 -0.35353 3.38930 -0.100 -0.255 0.303 0.00
Si 2.75478 1.23949 2.67245 0.468 1.223 -1.245 0.04
C 2.16181 2.71031 3.69268 0.093 -0.166 0.395 0.01
C 4.63515 1.09549 2.65065 0.229 -0.208 0.424 0.01
C 2.38036 1.71931 0.89330 1.299 0.394 0.978 0.34
H 2.45278 -0.43953 4.42486 -0.082 -0.016 -0.304 0.00
H 2.43488 -1.23179 2.83206 -0.065 0.177 0.187 0.01
H 0.98611 -0.38864 3.43887 0.313 -0.093 0.092 0.00
H 2.52989 2.64166 4.72752 -0.208 0.141 -0.158 0.00
H 2.50726 3.66166 3.25782 -0.062 -0.363 0.107 0.00
H 1.06309 2.72310 3.71091 0.192 0.051 0.101 0.00
H 4.97203 0.69291 1.68157 -0.122 0.089 0.329 -0.01
H 5.08969 2.08850 2.77597 -0.066 -0.212 -0.065 0.00
H 5.01423 0.44049 3.44777 0.087 0.163 -0.132 0.00
H 3.22528 1.50374 0.24314 0.159 -0.115 0.329 0.01
H 2.09480 2.75629 0.72199 0.158 -0.083 0.565 -0.03